Run 1
DFT (the ωB97M-V functional and the def2-TZVPD basis) results for a structure of composition C18H28NTi.

Summary:
Kohn-Sham gap (spin up / spin down) = 0.2898 / 0.2081 Eh
net charge = +2
LUMO energy (spin up / spin down) = -7.84 / -9.96 eV
2S+1 = 2

XYZ file:
```
48
C18H28NTi, DFT the ωB97M-V functional and the def2-TZVPD basis
C 1.1567 1.9013 -1.2976
H 2.1304 2.1855 -0.9567
H 1.1946 1.1906 -2.1022
H 1.5392 0.9419 1.1012
C 0.1323 2.9434 -1.1264
H -0.9004 2.6843 -1.4406
H 0.0065 3.3034 -0.0841
C 0.6000 4.1357 -1.9718
H -0.1584 4.8947 -2.1394
H 1.4740 4.6190 -1.4961
H 0.9467 3.7564 -2.9447
C -0.7828 -1.7225 -0.0835
C -1.4112 -0.8106 -0.9954
C -0.4798 -0.5258 -2.0404
C 0.7703 -1.1629 -1.7123
C 0.5843 -1.8899 -0.4870
C 1.5625 -2.8293 0.0973
C 1.9746 -1.2414 -2.5779
C -0.7951 0.1868 -3.3094
C -2.8257 -0.3838 -0.9488
C -1.4614 -2.4419 1.0113
Ti 0.5093 0.5886 0.0302
H 2.8502 -1.6076 -2.0220
H 1.8011 -1.9439 -3.4115
H 2.2485 -0.2769 -3.0299
H 2.5902 -2.5500 -0.1760
H 1.4984 -2.8535 1.1959
H 1.3916 -3.8579 -0.2660
H -2.3523 -1.8899 1.3460
H -1.7948 -3.4425 0.6878
H -0.7998 -2.5765 1.8804
H -2.9903 0.5332 -1.5378
H -3.4856 -1.1679 -1.3645
H -3.1588 -0.1820 0.0847
H -0.0424 0.9375 -3.6023
H -0.8567 -0.5332 -4.1440
H -1.7656 0.7018 -3.2491
C -0.5445 0.7252 4.6501
C -1.1526 1.5607 3.7174
C -0.9925 1.3024 2.3583
N -0.2310 0.2494 1.9636
C 0.4647 -0.5033 2.8501
C 0.2712 -0.3191 4.2200
H -0.6948 0.9007 5.7242
H -1.7642 2.4246 4.0041
H -1.4104 1.9268 1.5591
H 1.1825 -1.2182 2.4433
H 0.7772 -1.0093 4.9092
```

***

Run 2
DFT (the ωB97M-V functional and the def2-TZVPD basis) results for a structure of composition C18H28NTi.

Summary:
Kohn-Sham gap (spin up / spin down) = 0.3009 / 0.2193 Eh
net charge = +2
LUMO energy (spin up / spin down) = -7.90 / -10.03 eV
2S+1 = 2

XYZ file:
```
48
C18H28NTi, DFT the ωB97M-V functional and the def2-TZVPD basis
C 1.0557 1.7836 -1.4598
H 2.1094 2.0766 -1.1404
H 1.1817 1.5249 -2.5180
H 1.8374 0.3068 1.4226
C 0.1001 2.9467 -1.2605
H -0.9712 2.6545 -1.5185
H 0.1090 3.1440 -0.1611
C 0.5772 4.1829 -2.0409
H -0.2181 4.9321 -2.1236
H 1.4478 4.6039 -1.4914
H 0.9194 3.8701 -3.0498
C -0.7523 -1.6268 -0.0295
C -1.3712 -0.7334 -0.9466
C -0.4654 -0.4773 -1.9998
C 0.8019 -1.0614 -1.6602
C 0.6259 -1.7753 -0.4128
C 1.5736 -2.7902 0.1047
C 1.9711 -1.2342 -2.5608
C -0.8148 0.1745 -3.2940
C -2.7969 -0.3373 -0.9230
C -1.4499 -2.4264 1.0045
Ti 1.0021 0.4517 0.0540
H 2.8418 -1.6034 -2.0020
H 1.7793 -1.9544 -3.3797
H 2.2703 -0.2897 -3.0329
H 2.6011 -2.5301 -0.1755
H 1.5245 -2.8423 1.2011
H 1.3826 -3.8107 -0.2755
H -2.3648 -1.9157 1.3405
H -1.7606 -3.4233 0.6466
H -0.8090 -2.5914 1.8833
H -2.9580 0.5807 -1.5090
H -3.4739 -1.1089 -1.3375
H -3.1289 -0.1333 0.1093
H -0.0872 0.9299 -3.6236
H -0.8793 -0.5443 -4.1312
H -1.7767 0.7054 -3.2265
C -0.5999 0.7216 4.6937
C -1.2489 1.5248 3.7648
C -1.0886 1.2752 2.3889
N -0.2413 0.3074 1.9770
C 0.3545 -0.5171 2.8802
C 0.2106 -0.3153 4.2621
H -0.7244 0.8957 5.7691
H -1.8435 2.3911 4.0679
H -1.5398 1.8886 1.5997
H 1.1063 -1.2108 2.4888
H 0.7871 -0.9654 4.9422
```

***

Question: of the structures shown, which is the least stable? Reply: run 2.